C13H26F3O5S4SiSn as an isolated structure, computed with ωB97M-V with the def2-TZVPD basis set.

Atoms and positions in Å:
Sn: 0.46 -0.68 -1.49
C: 2.73 3.49 1.63
C: 1.24 3.47 2.00
S: 0.19 2.96 0.61
C: -0.99 1.83 1.39
C: -0.48 0.74 2.33
S: 0.96 -0.24 1.81
C: 2.29 0.39 2.88
C: 3.56 0.84 2.16
S: 3.40 2.02 0.81
H: 3.32 3.72 2.52
H: 2.91 4.28 0.91
H: 0.95 4.47 2.33
H: 1.06 2.79 2.82
H: -1.47 1.35 0.54
H: -1.76 2.39 1.91
H: -1.30 0.04 2.45
H: -0.24 1.15 3.32
H: 2.57 -0.43 3.56
H: 1.89 1.18 3.50
H: 4.02 -0.03 1.67
H: 4.27 1.21 2.90
F: 0.29 -0.59 -6.68
C: -0.42 -0.64 -5.55
F: -0.34 0.55 -4.95
F: -1.71 -0.85 -5.88
S: 0.20 -1.98 -4.45
O: -0.03 -3.18 -5.19
O: 1.57 -1.58 -4.17
O: -0.68 -1.83 -3.26
C: -3.32 -0.95 -1.47
C: -2.54 -0.87 -0.17
O: -3.12 -0.71 0.89
O: -1.25 -0.99 -0.24
H: -3.97 -0.07 -1.55
H: -3.96 -1.83 -1.44
H: -2.67 -1.02 -2.34
C: -0.28 -3.63 1.63
Si: 0.13 -3.95 -0.17
C: -1.48 -4.21 -1.10
C: 1.06 -5.59 -0.20
C: 1.24 -2.66 -0.92
H: -0.83 -4.49 2.03
H: -0.90 -2.74 1.74
H: 0.62 -3.50 2.24
H: -1.60 -5.25 -1.39
H: -1.52 -3.59 -2.00
H: -2.33 -3.94 -0.47
H: 0.46 -6.40 0.25
H: 2.00 -5.53 0.36
H: 1.30 -5.88 -1.23
H: 1.68 -3.05 -1.84
H: 2.08 -2.47 -0.24

Frontier orbital gap: 7.05 eV
Charge: -1
Total energy: -89347.8487 eV
Energy above the lowest of the compared OMol25 structures with the same formula, charge and spin: 0.0 kJ/mol

Results of the Löwdin charge analysis, in e, for atoms 1 through 6: number 1, Sn, carries 1.173; number 2, C, carries -0.556; number 3, C, carries -0.544; number 4, S, carries 0.824; number 5, C, carries -0.538; number 6, C, carries -0.499



C13H26IrN4O3PS as an isolated structure at a distorted geometry, computed with ωB97M-V with the def2-TZVPD basis set.

Atoms and positions in Å:
Ir: 0.41 -0.31 -0.80
C: 3.57 2.73 -1.19
C: 2.92 1.43 -0.85
N: 3.62 0.51 -0.21
O: 1.71 1.26 -1.18
H: 4.56 2.83 -0.77
H: 2.94 3.55 -0.83
H: 3.62 2.81 -2.28
H: 4.58 0.67 0.04
H: 3.20 -0.38 0.04
O: 1.21 -2.25 0.38
C: 0.88 -1.62 1.43
C: 1.04 -2.02 2.87
C: 0.65 -0.73 3.60
C: 0.08 0.19 2.53
O: -0.46 1.24 2.68
N: 0.31 -0.43 1.27
H: 2.05 -2.37 3.07
H: 0.37 -2.86 3.07
H: 1.52 -0.23 4.03
H: -0.08 -0.86 4.41
C: 0.44 -0.93 -4.18
P: 0.67 -1.71 -2.58
C: 2.33 -2.37 -2.56
C: -0.47 -3.08 -2.48
H: 0.67 -1.65 -4.97
H: 1.10 -0.07 -4.27
H: -0.60 -0.60 -4.28
H: 2.43 -3.00 -3.45
H: 2.50 -2.96 -1.66
H: 3.07 -1.56 -2.62
H: -0.24 -3.75 -3.31
H: -1.50 -2.72 -2.58
H: -0.35 -3.60 -1.53
S: -1.45 0.83 -1.34
C: -2.31 1.21 0.18
N: -3.02 0.31 0.82
C: -3.86 0.62 2.00
C: -4.29 2.07 1.92
C: -3.08 2.97 1.71
N: -2.33 2.47 0.54
H: -2.98 -0.63 0.46
H: -3.29 0.43 2.90
H: -4.72 -0.04 1.97
H: -4.81 2.36 2.83
H: -4.99 2.20 1.09
H: -2.42 2.94 2.57
H: -3.37 3.99 1.52
H: -1.77 3.11 0.00

Frontier orbital gap (spin up / spin down): 6.97 / 6.90 eV
Charge: +2
Total energy: -48956.8192 eV
Energy above the lowest of the compared OMol25 structures with the same formula, charge and spin: 134.5 kJ/mol

Results of the Löwdin charge analysis, in e, for atoms 1 through 6: number 1, Ir, carries 1.006; number 2, C, carries 0.046; number 3, C, carries -0.494; number 4, N, carries 0.232; number 5, O, carries -0.173; number 6, H, carries 0.100



- What is the formula in the second record?
  C13H26IrN4O3PS